Here is C23H26N4O2 in the gas phase from the Open Molecules 2025 dataset. Energies are from ωB97M-V with the def2-TZVPD basis set.

Calculated values
SMILES string: CCCNC(=O)C[C@@H]1C(=O)N(Cc2ccccc2)[C@H](C)c2nc3ccccc3n21
HOMO energy: -8.59 eV
HOMO-LUMO gap: 9.18 eV
energy above the lowest of the compared OMol25 structures with the same formula, charge and spin: 6.23 kcal per mole

```
! RIJCOSX wB97M-V def2-TZVPD def2/J DEFGRID3
* xyz 0 1
C -4.6836 -3.3700 0.3722
C -3.3415 -3.1780 -0.3210
C -3.4152 -2.0754 -1.3766
N -2.1017 -1.7146 -1.8667
C -1.5722 -0.4960 -1.6632
O -2.1915 0.4383 -1.1934
C -0.1201 -0.3448 -2.1093
C 0.8774 -0.8672 -1.0410
C 0.2034 -1.0512 0.3277
O -0.3969 -2.0906 0.5494
N 0.3513 -0.0778 1.2373
C -0.2168 -0.2702 2.5640
C -1.4638 0.5448 2.7832
C -2.5963 0.2876 2.0206
C -3.7408 1.0426 2.1936
C -3.7690 2.0547 3.1388
C -2.6481 2.3086 3.9101
C -1.4981 1.5590 3.7301
C 0.9984 1.1980 0.9744
C 0.0030 2.2632 0.4871
C 2.0997 1.0034 -0.0080
N 3.1960 1.6966 -0.0976
C 3.8900 1.1452 -1.1476
C 5.1229 1.4852 -1.6908
C 5.5792 0.7403 -2.7582
C 4.8400 -0.3207 -3.2844
C 3.6129 -0.6770 -2.7612
C 3.1494 0.0669 -1.6896
N 2.0077 0.0018 -0.9280
H -5.4563 -3.6228 -0.3512
H -4.9803 -2.4594 0.8875
H -4.6208 -4.1721 1.1030
H -3.0363 -4.1132 -0.7967
H -2.5753 -2.9151 0.4100
H -3.8470 -1.1657 -0.9525
H -4.0369 -2.3967 -2.2201
H -1.4971 -2.4771 -2.1292
H 0.0400 -0.8609 -3.0565
H 0.0625 0.7209 -2.2620
H 1.2263 -1.8666 -1.3319
H 0.5462 -0.0115 3.3049
H -0.4514 -1.3357 2.6465
H -2.5698 -0.4992 1.2841
H -4.6123 0.8435 1.5884
H -4.6633 2.6447 3.2752
H -2.6660 3.0952 4.6503
H -0.6226 1.7641 4.3309
H 1.4501 1.5448 1.9112
H -0.6751 1.8490 -0.2551
H -0.5956 2.6263 1.3176
H 0.5521 3.0967 0.0572
H 5.6925 2.3041 -1.2827
H 6.5336 0.9795 -3.2032
H 5.2383 -0.8745 -4.1215
H 3.0436 -1.4980 -3.1713
*
```

Atom charges from the natural (NBO) analysis, given in e for atoms 1 to 2: -0.60 -0.41

Here is C23H26N6ReS as an isolated structure at a distorted geometry from the Open Molecules 2025 dataset. Energies are from ωB97M-V with the def2-TZVPD basis set.

Calculated values
HOMO energy (spin up / spin down): -13.60 / -13.68 eV
HOMO-LUMO gap (spin up / spin down): 6.12 / 5.18 eV
energy above the lowest of the compared OMol25 structures with the same formula, charge and spin: 14.01 kcal per mole

```
! RIJCOSX wB97M-V def2-TZVPD def2/J DEFGRID3
* xyz 2 4
Re 0.5254 0.7242 0.9091
C -0.5376 -1.0524 4.7045
C -0.4661 -0.4862 3.3129
N 0.4085 0.4348 2.8681
N 1.2607 1.0362 3.7364
C 2.2655 1.6657 3.1771
N 3.2474 2.2379 3.8982
S 2.5216 1.6769 1.4099
C -1.3374 -1.0363 2.3094
C -2.2115 -2.1328 2.4130
C -2.9986 -2.5496 1.3011
C -2.9594 -1.7283 0.1482
C -2.1045 -0.6218 0.0994
N -1.2117 -0.3445 1.0581
H 0.1028 -0.4277 5.3821
H -0.1407 -2.0907 4.7444
H -1.6079 -1.0801 5.0027
H 3.1057 2.4210 4.8841
H 3.9381 2.7886 3.3644
H -2.2287 -2.6641 3.3703
H -3.6347 -3.4511 1.3462
H -3.6065 -1.9152 -0.7206
H -2.1146 0.0506 -0.7521
C 2.3574 -2.9860 0.1655
C 2.0649 -1.5021 -0.0522
C 1.8625 -1.0916 -1.5014
C 2.4311 -1.9160 -2.4700
C 2.0437 -1.8650 -3.7852
C 1.0169 -1.0037 -4.1709
C 0.4175 -0.1516 -3.2544
C -0.8134 0.5476 -3.7070
C -1.8815 -0.4177 -4.3459
C 0.9697 -0.0522 -1.9210
N 0.6571 1.0587 -1.1336
C 0.2917 2.3101 -1.5082
C -0.4508 3.0601 -0.5676
C -1.2743 4.2374 -0.6278
C -1.9073 4.3456 0.6006
C -1.4050 3.3266 1.4115
N -0.5285 2.5346 0.7379
H 2.1131 -3.2289 1.2275
H 3.4060 -3.2562 0.0128
H 1.7401 -3.5402 -0.5398
H 2.8818 -0.8502 0.3651
H 1.1168 -1.0305 0.4901
H 3.1918 -2.6079 -2.1813
H 2.4451 -2.5337 -4.5181
H 0.6806 -1.0657 -5.2220
H -0.6173 1.3341 -4.4451
H -1.2887 1.0147 -2.8308
H -1.5139 -0.8807 -5.2555
H -2.7893 0.1857 -4.6160
H -2.1478 -1.2195 -3.6438
H 0.4269 2.6764 -2.4949
H -1.4272 4.8139 -1.5342
H -2.5899 5.1828 0.9234
H -1.6956 3.1161 2.4255
*
```

Atom charges from the natural (NBO) analysis, given in e for atoms 1 to 2: 1.37 -0.70

Here is C23H26N6SeSiTi as an isolated structure from the Open Molecules 2025 dataset. Energies are from ωB97M-V with the def2-TZVPD basis set.

Calculated values
HOMO energy (spin up / spin down): -1.49 / -1.46 eV
HOMO-LUMO gap (spin up / spin down): 5.41 / 5.18 eV
energy above the lowest of the compared OMol25 structures with the same formula, charge and spin: 0.00 kcal per mole

```
! RIJCOSX wB97M-V def2-TZVPD def2/J DEFGRID3
* xyz -2 3
Ti 2.8834 1.7054 3.1097
N 5.3961 0.8384 0.4143
C 5.7357 0.9042 1.7428
N 6.8962 0.3656 2.0945
C 7.1136 0.3966 3.4453
N 8.2030 -0.3732 3.8472
N 6.4337 1.0101 4.3584
C 5.3474 1.7430 3.8796
N 4.8825 1.5107 2.5614
C 4.6835 2.6564 4.6582
C 5.0514 2.9562 6.0327
C 4.5497 4.0544 6.6293
C 3.6052 4.8993 5.9344
C 3.1353 4.4629 4.7355
N 3.5600 3.3427 4.1093
H 5.8130 0.0587 -0.0674
H 4.4127 0.9635 0.2259
H 8.8839 -0.4867 3.1137
H 8.5814 -0.0766 4.7323
H 5.7590 2.3040 6.5263
H 4.8431 4.3006 7.6444
H 3.2148 5.8021 6.3827
H 2.3349 4.9947 4.2272
C -0.8842 -0.1356 0.1307
Si 0.7207 0.6586 0.7355
C 0.9180 2.2790 -0.2250
C 2.1029 -0.5204 0.1703
C 2.4736 -0.6150 -1.1747
C 3.4779 -1.4770 -1.5956
C 4.1409 -2.2729 -0.6702
C 3.7932 -2.1984 0.6709
C 2.7855 -1.3339 1.0786
H -0.8741 -0.3021 -0.9501
H -1.7386 0.5057 0.3632
H -1.0481 -1.0998 0.6171
H 1.8746 2.3227 -0.7509
H 0.8936 3.1252 0.4656
H 0.1226 2.4210 -0.9606
H 1.9703 0.0030 -1.9124
H 3.7468 -1.5258 -2.6443
H 4.9315 -2.9402 -0.9920
H 4.3187 -2.7996 1.4027
H 2.5375 -1.2790 2.1337
C 0.8774 0.9193 2.5368
H 0.7097 -0.0123 3.0962
H 0.1400 1.6487 2.8971
Se -9.6076 -2.9409 -5.3387
C -10.6841 -3.4306 -6.8190
C -11.5376 -4.5467 -6.7809
C -12.3254 -4.9058 -7.8638
C -12.2997 -4.1657 -9.0412
C -11.4625 -3.0566 -9.1028
C -10.6751 -2.6990 -8.0192
H -11.5691 -5.1340 -5.8712
H -12.9693 -5.7769 -7.7878
H -12.9151 -4.4461 -9.8882
H -11.4218 -2.4609 -10.0096
H -10.0281 -1.8326 -8.0838
*
```

Atom charges from the natural (NBO) analysis, given in e for atoms 1 to 2: 1.21 -0.80